1.
C10H16Cl4O5Tc | ωB97M-V with the def2-TZVPD basis set

Structure (ORCA input):
```
! RIJCOSX wB97M-V def2-TZVPD def2/J DEFGRID3
* xyz -2 4
H 3.110 -0.419 -3.152
C -2.173 -1.239 -2.639
O 1.243 0.926 4.173
H -2.114 -1.705 -3.619
C 0.643 -2.491 -3.061
O -0.557 -0.590 4.614
C -0.897 -0.604 -2.284
Cl -1.394 -2.286 -0.007
H -0.057 -3.262 -2.676
C 0.377 -1.156 -2.474
H -0.677 1.993 1.732
H 2.311 2.128 -0.849
C -1.748 1.772 -1.755
C -0.751 0.668 -1.576
H -2.758 1.401 -1.539
O -0.394 1.634 0.849
H -2.288 -2.011 -1.879
Tc -0.548 -0.227 0.362
Cl -0.032 0.398 3.725
C 2.825 -0.424 -2.098
H -1.715 2.177 -2.783
C 1.336 2.205 -1.335
H 1.499 2.636 -2.335
Cl -2.737 -0.120 1.002
H 1.678 -2.830 -2.875
H -1.522 2.560 -1.036
C 1.364 -0.232 -2.011
O 0.248 -0.354 2.399
Cl 1.217 -1.910 0.520
H 0.735 2.897 -0.748
O -0.979 1.489 3.506
H -3.000 -0.532 -2.572
H 0.524 -2.408 -4.160
C 0.695 0.888 -1.467
H 3.182 -1.361 -1.658
H 3.356 0.392 -1.610
*
```

HOMO energy (spin up / spin down) in eV: -0.17 / -1.22
HOMO-LUMO gap (spin up / spin down) in hartree: 0.211 / 0.250
LUMO level (spin up / spin down) in eV: 5.582 / 5.578

Quick look at the Löwdin charges, all values in e: number 1, H, carries 0.07; number 2, C, carries -0.12; number 3, O, carries -0.35; number 4, H, carries 0.07; number 5, C, carries -0.07; number 6, O, carries -0.34; number 7, C, carries -0.33; number 8, Cl, carries -0.05; number 9, H, carries 0.07; number 10, C, carries -0.31; number 11, H, carries -0.01; number 12, H, carries 0.07; number 13, C, carries -0.09; number 14, C, carries -0.46; number 15, H, carries 0.04; number 16, O, carries -0.49; number 17, H, carries -0.04; number 18, Tc, carries 1.00; number 19, Cl, carries 0.73; number 20, C, carries -0.08; number 21, H, carries 0.08; number 22, C, carries -0.08; number 23, H, carries 0.08; number 24, Cl, carries -0.07; number 25, H, carries 0.07; number 26, H, carries 0.06; number 27, C, carries -0.31; number 28, O, carries -0.64; number 29, Cl, carries -0.06; number 30, H, carries 0.06; number 31, O, carries -0.39; number 32, H, carries 0.07; number 33, H, carries 0.07; number 34, C, carries -0.33; number 35, H, carries 0.05; number 36, H, carries 0.06

2.
C10H16ClDyScTe | ωB97M-V with the def2-TZVPD basis set

Structure (ORCA input):
```
! RIJCOSX wB97M-V def2-TZVPD def2/J DEFGRID3
* xyz -1 6
H 4.303 3.286 0.882
Cl -0.291 2.966 -0.203
C -1.082 -0.962 1.903
H -1.512 -3.852 -0.453
H 2.675 -0.525 0.597
H -1.265 0.081 2.274
C -3.903 -1.464 -1.149
H 3.405 2.441 -3.162
H 2.719 3.914 1.434
H 2.093 1.244 -3.288
Te -1.172 -1.516 -2.542
H 2.297 -1.424 -0.908
H 3.294 2.319 1.999
C -4.961 -1.978 -0.380
C 3.273 2.998 1.118
H -3.431 -4.744 0.933
H 1.712 2.981 -3.231
C -4.780 -3.161 0.360
Dy 1.967 2.006 -0.541
C 1.786 -0.850 -0.100
C -2.483 -3.346 -0.410
H -5.616 -3.555 0.951
Sc -0.320 -0.749 -0.112
C -3.557 -3.833 0.350
H -2.032 -1.548 1.948
C -2.679 -2.165 -1.152
H -0.312 -1.452 2.544
C 2.392 2.202 -2.825
H -5.913 -1.471 -0.366
H -3.997 -0.553 -1.737
*
```

HOMO energy (spin up / spin down) in eV: -4.01 / -3.95
ΔE to the lowest compared entry with this formula, charge and spin in eV: 0.000
HOMO-LUMO gap (spin up / spin down) in hartree: 0.242 / 0.240
LUMO level (spin up / spin down) in eV: 2.568 / 2.571

Quick look at the Löwdin charges, all values in e: number 1, H, carries -0.06; number 2, Cl, carries -0.21; number 3, C, carries -0.29; number 4, H, carries 0.10; number 5, H, carries -0.08; number 6, H, carries -0.03; number 7, C, carries -0.16; number 8, H, carries -0.06; number 9, H, carries -0.05; number 10, H, carries -0.04; number 11, Te, carries 0.74; number 12, H, carries -0.11; number 13, H, carries -0.04; number 14, C, carries -0.09; number 15, C, carries -0.40; number 16, H, carries 0.10; number 17, H, carries -0.05; number 18, C, carries -0.10; number 19, Dy, carries 1.05; number 20, C, carries -0.44; number 21, C, carries -0.17; number 22, H, carries 0.10; number 23, Sc, carries 0.40; number 24, C, carries -0.10; number 25, H, carries -0.04; number 26, C, carries -0.71; number 27, H, carries -0.03; number 28, C, carries -0.39; number 29, H, carries 0.09; number 30, H, carries 0.09

3.
C10H16CuO6 | ωB97M-V with the def2-TZVPD basis set

Structure (ORCA input):
```
! RIJCOSX wB97M-V def2-TZVPD def2/J DEFGRID3
* xyz -1 1
H -2.334 1.975 -0.073
C 1.390 -3.271 1.059
C -0.749 -2.544 1.839
H -0.403 -4.483 0.701
H -0.631 -2.158 2.858
H 2.638 0.352 -4.898
H -1.835 -2.612 1.752
H -1.022 2.111 3.714
O -0.199 1.420 1.957
H -3.331 2.131 2.024
O 0.075 1.874 -3.337
H -2.223 3.505 2.404
Cu 1.336 0.645 -1.835
C -1.695 2.564 0.592
C -1.318 1.604 2.795
C -2.309 2.493 2.008
H 1.894 -3.729 0.212
C 1.172 1.784 -4.134
H 0.167 -4.410 2.361
H -1.784 0.665 3.105
H 1.959 2.492 -3.783
H -1.685 3.550 0.139
O 0.493 1.769 -0.122
O 1.620 -1.214 -0.203
C 1.023 -1.873 0.593
O 2.282 0.014 -2.848
C 1.853 0.416 -4.107
C -0.377 1.859 0.682
O -0.206 -1.505 1.019
H 1.160 -0.295 -4.627
H 0.969 1.978 -5.214
H 2.071 -3.292 1.908
C -0.002 -3.816 1.459
*
```

HOMO energy in eV: -1.35
ΔE to the lowest compared entry with this formula, charge and spin in eV: 1.627
HOMO-LUMO gap in hartree: 0.139
LUMO level in eV: 2.419

Quick look at the Löwdin charges, all values in e: number 1, H, carries 0.13; number 2, C, carries -0.06; number 3, C, carries -0.17; number 4, H, carries 0.11; number 5, H, carries 0.12; number 6, H, carries 0.08; number 7, H, carries 0.12; number 8, H, carries 0.11; number 9, O, carries 0.02; number 10, H, carries 0.10; number 11, O, carries -0.37; number 12, H, carries 0.10; number 13, Cu, carries 0.41; number 14, C, carries -0.05; number 15, C, carries -0.18; number 16, C, carries -0.14; number 17, H, carries 0.13; number 18, C, carries -0.54; number 19, H, carries 0.10; number 20, H, carries 0.11; number 21, H, carries 0.08; number 22, H, carries 0.13; number 23, O, carries 0.12; number 24, O, carries 0.12; number 25, C, carries -0.47; number 26, O, carries -0.41; number 27, C, carries -0.44; number 28, C, carries -0.44; number 29, O, carries 0.01; number 30, H, carries 0.09; number 31, H, carries 0.08; number 32, H, carries 0.12; number 33, C, carries -0.14

4.
C10H16FN3 | ωB97M-V with the def2-TZVPD basis set

Structure (ORCA input):
```
! RIJCOSX wB97M-V def2-TZVPD def2/J DEFGRID3
* xyz 2 1
C 1.127 0.014 -0.180
C -1.528 0.872 -1.799
C 1.146 -0.110 1.400
C 2.205 -2.366 1.247
F 1.231 -1.399 3.290
H 3.158 -2.760 -0.464
N -0.212 0.560 1.836
N -2.626 1.037 -1.014
H -0.033 1.660 -2.989
H 0.077 -2.031 1.517
H 0.135 1.356 2.367
C 1.103 -1.580 1.922
H -1.576 0.038 -2.637
C 1.262 -1.393 -0.762
H 2.007 0.450 -0.554
C -0.230 0.485 -0.478
N -0.798 2.126 -2.496
H -0.603 2.770 -1.752
H -3.608 0.821 -1.129
C -0.958 0.701 0.610
C -2.374 1.305 0.420
H -2.472 2.349 0.473
H -1.340 2.383 -3.367
H 0.249 -1.949 -0.728
C 2.368 -2.219 -0.068
H -0.860 -0.051 2.429
H 2.019 0.527 1.669
H 1.427 -1.442 -1.735
H 2.776 -2.837 1.954
H -3.069 0.681 1.017
*
```

Structure (SMILES): [NH3+][C@@H]1NCC2=C1[C@@H]1CC=C[C@@H](F)[C@@H]1[NH2+]2
HOMO energy in eV: -16.22
ΔE to the lowest compared entry with this formula, charge and spin in eV: 2.394
HOMO-LUMO gap in hartree: 0.346
LUMO level in eV: -6.799

Quick look at the Löwdin charges, all values in e: number 1, C, carries -0.19; number 2, C, carries -0.13; number 3, C, carries -0.06; number 4, C, carries 0.00; number 5, F, carries 0.04; number 6, H, carries 0.10; number 7, N, carries 0.17; number 8, N, carries -0.01; number 9, H, carries 0.16; number 10, H, carries 0.20; number 11, H, carries 0.20; number 12, C, carries -0.26; number 13, H, carries 0.20; number 14, C, carries -0.13; number 15, H, carries 0.15; number 16, C, carries 0.03; number 17, N, carries 0.22; number 18, H, carries 0.15; number 19, H, carries 0.17; number 20, C, carries -0.16; number 21, C, carries -0.05; number 22, H, carries 0.12; number 23, H, carries 0.20; number 24, H, carries 0.16; number 25, C, carries 0.00; number 26, H, carries 0.22; number 27, H, carries 0.19; number 28, H, carries 0.07; number 29, H, carries 0.10; number 30, H, carries 0.15

5.
C10H16FN4O2S | ωB97M-V with the def2-TZVPD basis set

Structure (ORCA input):
```
! RIJCOSX wB97M-V def2-TZVPD def2/J DEFGRID3
* xyz 1 1
O -0.471 -1.923 1.548
H 0.887 -2.874 2.839
H 1.941 -4.197 0.010
C -2.022 -0.921 0.054
O -2.436 1.906 -1.132
N 3.281 -1.311 -0.516
C -3.196 3.974 -2.018
H -0.356 4.055 -1.864
H -3.095 -1.016 0.222
C 2.468 -3.485 -1.886
H -1.017 4.497 -0.265
H -2.657 -0.073 2.684
C -1.602 -0.017 2.415
H -0.238 2.923 -0.505
C 2.474 -3.331 -3.069
H -1.364 0.983 2.048
H -1.002 -0.218 3.303
N 3.232 -0.943 1.665
H 2.405 -3.057 -4.106
F 4.065 0.676 0.295
C 3.547 -0.473 0.472
C -1.289 -1.037 1.354
H -3.451 4.802 -1.354
H -1.801 0.041 -0.412
C -0.864 3.682 -0.973
H 3.338 -0.470 2.555
N 2.342 -3.433 -0.526
N 2.725 -2.193 1.492
H -4.100 3.408 -2.235
C -2.190 3.073 -1.353
C 2.755 -2.371 0.167
H -1.700 -1.719 -0.615
S 2.180 -3.315 2.659
H -2.790 4.359 -2.954
*
```

HOMO energy in eV: -12.08
ΔE to the lowest compared entry with this formula, charge and spin in eV: 2.423
HOMO-LUMO gap in hartree: 0.337
LUMO level in eV: -2.919

Quick look at the Löwdin charges, all values in e: number 1, O, carries -0.02; number 2, H, carries -0.10; number 3, H, carries 0.15; number 4, C, carries -0.01; number 5, O, carries 0.05; number 6, N, carries 0.27; number 7, C, carries -0.01; number 8, H, carries 0.09; number 9, H, carries 0.10; number 10, C, carries -0.15; number 11, H, carries 0.09; number 12, H, carries 0.10; number 13, C, carries -0.01; number 14, H, carries 0.07; number 15, C, carries 0.16; number 16, H, carries 0.09; number 17, H, carries 0.08; number 18, N, carries 0.17; number 19, H, carries 0.05; number 20, F, carries 0.24; number 21, C, carries -0.38; number 22, C, carries -0.47; number 23, H, carries 0.09; number 24, H, carries 0.06; number 25, C, carries -0.02; number 26, H, carries 0.20; number 27, N, carries 0.12; number 28, N, carries -0.39; number 29, H, carries 0.09; number 30, C, carries -0.49; number 31, C, carries -0.35; number 32, H, carries 0.09; number 33, S, carries 0.94; number 34, H, carries 0.09

6.
C10H16IrNO6 | ωB97M-V with the def2-TZVPD basis set

Structure (ORCA input):
```
! RIJCOSX wB97M-V def2-TZVPD def2/J DEFGRID3
* xyz 2 5
H 2.606 1.779 -1.670
C -0.028 0.428 -2.870
H 1.811 3.308 -2.067
H 1.603 0.617 5.216
H -0.105 -0.158 -3.783
C -1.474 0.819 -2.481
H -1.740 -3.572 2.215
H 1.760 1.209 -3.797
O 0.364 0.402 3.219
O 0.928 1.139 0.080
H -1.555 0.803 -0.297
N -0.551 2.511 -0.956
Ir -0.458 0.054 1.224
H 0.394 -0.259 -2.128
H -2.601 2.000 -1.010
C 0.966 1.584 -3.156
H 0.028 -3.994 2.216
H 0.497 -2.565 4.452
H -2.112 -0.066 -2.490
C 1.653 2.240 -1.912
H -0.598 3.259 -1.638
C 0.665 -1.968 3.559
C -1.631 1.529 -1.140
O -0.470 -2.032 2.681
O 1.471 -0.330 5.011
O -0.875 -1.700 0.068
O -0.706 -3.949 -0.179
H -1.877 1.492 -3.244
H 1.581 -2.299 3.061
C -0.767 -2.888 0.403
H 0.450 2.358 -3.725
C -0.721 -3.225 2.050
C 0.678 1.989 -0.824
C 0.815 -0.512 3.914
*
```

HOMO energy (spin up / spin down) in eV: -16.75 / -16.90
HOMO-LUMO gap (spin up / spin down) in hartree: 0.355 / 0.222
LUMO level (spin up / spin down) in eV: -7.086 / -10.850

Quick look at the Löwdin charges, all values in e: number 1, H, carries 0.13; number 2, C, carries -0.17; number 3, H, carries 0.14; number 4, H, carries 0.19; number 5, H, carries 0.12; number 6, C, carries -0.14; number 7, H, carries 0.17; number 8, H, carries 0.13; number 9, O, carries -0.02; number 10, O, carries -0.10; number 11, H, carries 0.03; number 12, N, carries 0.11; number 13, Ir, carries 1.48; number 14, H, carries 0.11; number 15, H, carries 0.14; number 16, C, carries -0.13; number 17, H, carries 0.16; number 18, H, carries 0.17; number 19, H, carries 0.13; number 20, C, carries -0.06; number 21, H, carries 0.17; number 22, C, carries -0.02; number 23, C, carries -0.15; number 24, O, carries -0.17; number 25, O, carries 0.24; number 26, O, carries -0.06; number 27, O, carries 0.33; number 28, H, carries 0.13; number 29, H, carries 0.17; number 30, C, carries -0.47; number 31, H, carries 0.12; number 32, C, carries -0.01; number 33, C, carries -0.43; number 34, C, carries -0.45

- Number 5 is which compound?
  C10H16FN4O2S

- Number 6 is which compound?
  C10H16IrNO6